one:
36
Properties=species:S:1:pos:R:3 method="wB97M-V/def2-TZVPD" smiles="CC(=O)NCC1=C(c2ccccc2)Oc2ccccc2O1" gap_ev=8.54 e_lumo_ev=0.7252
O -1.3735 3.2363 2.5571
O 0.5933 -1.5267 -1.5093
O -0.4522 -1.3752 1.1687
C -0.6293 2.3585 2.9323
C 0.0031 -0.4172 -1.0812
C -0.4561 -0.3459 0.2438
C -0.6803 2.9935 -3.6298
C 1.7807 -4.6444 -0.1782
C 1.2216 -4.6778 1.0896
C 0.4296 3.0578 -2.7254
C -1.4946 1.8309 -3.6594
C 1.5304 -3.5963 -1.0552
C 0.4109 -3.5958 1.4931
C 0.6834 1.9089 -1.9026
C -1.1534 0.7060 -2.9312
C 0.8567 -2.5025 -0.5861
C 0.2655 -2.4431 0.6767
C -0.1008 0.7034 -2.0177
N -0.3469 1.2584 2.0909
C -0.0827 2.4366 4.3181
C -1.0164 0.9314 0.8125
H -0.9306 3.8701 -4.1675
H 2.4119 -5.4770 -0.4836
H 1.0810 -5.6312 1.6813
H 0.8328 3.9893 -2.6721
H -2.2766 1.7294 -4.4196
H 1.9843 -3.5156 -2.0278
H -0.1931 -3.6904 2.4024
H 1.6245 2.0464 -1.2681
H -1.7530 -0.1447 -3.1054
H 0.1475 0.5644 2.5127
H -0.7654 1.7632 4.8906
H 0.8927 2.0828 4.4316
H -0.0201 3.4677 4.7691
H -0.9783 1.8687 0.1892
H -2.0466 0.7799 1.1604


two:
36
Properties=species:S:1:pos:R:3 method="wB97M-V/def2-TZVPD" smiles="C=COc1ccc(N2C(=O)c3ccccc3O[C@@H]2C)cc1" gap_ev=8.17 e_lumo_ev=-0.0620
O 2.5191 0.2460 0.8832
O -3.1541 -1.7307 3.3740
O 0.4012 0.7387 -2.4254
C 1.8905 0.5079 -0.1583
C -5.1137 -2.9675 3.6325
C -4.3701 -2.0061 2.9625
C 3.6764 0.1816 -3.9097
C 4.5969 0.1033 -2.7773
C -1.0767 -1.6445 2.4169
C -2.6447 0.1993 2.0236
C 2.3079 0.3813 -3.7411
C 4.0323 0.0652 -1.5824
C -0.0882 -1.0234 1.6310
C -1.6833 0.6588 1.1678
C -2.3027 -1.0316 2.5235
C 1.7442 0.4804 -2.5029
C 2.6016 0.3032 -1.3932
C -0.4188 0.1658 0.9286
N 0.4986 0.7358 -0.0402
C 0.4811 2.8903 -1.1960
C -0.0519 1.4044 -1.2222
H -5.7832 -3.5209 3.1582
H -4.5835 -3.4273 4.4424
H -4.8522 -1.6508 2.1055
H 4.1636 0.2059 -4.8788
H 5.6418 -0.1056 -2.6958
H -0.7755 -2.5541 2.9015
H -3.6435 0.6400 2.1954
H 1.7017 0.5029 -4.6082
H 4.5996 -0.2062 -0.7219
H 0.8946 -1.4646 1.7343
H -1.9008 1.6177 0.5997
H 1.3938 2.9592 -0.6500
H -0.2509 3.4620 -0.6276
H 0.6183 3.3959 -2.1240
H -1.0696 1.4879 -1.4257


Energy relative to the most stable one, in hartree: one 0.0000; two 0.0451


one:
11
Properties=species:S:1:pos:R:3 method="wB97M-V/def2-TZVPD" gap_ev="7.64 / 7.54" e_lumo_ev="0.4002 / 0.3556"
C -2.8195 -0.3697 0.6324
C 1.8032 0.9171 -1.6449
C 1.2940 -0.5414 0.7991
O -1.6457 -0.6045 0.7620
Se 0.5456 0.5080 -0.4252
H -3.4278 -1.1051 0.1648
H 1.5592 1.4091 -2.5419
H -3.0973 0.6568 0.9255
H 2.7730 0.7542 -1.3078
H 2.3727 -0.8624 0.8467
H 0.6425 -0.7621 1.7894


two:
11
Properties=species:S:1:pos:R:3 method="wB97M-V/def2-TZVPD" gap_ev=9.28 e_lumo_ev=0.4228
C 0.2704 0.8804 -0.8136
C -0.5385 -0.0217 1.1294
C 0.4921 -0.1791 0.0855
O 0.2288 0.7874 -1.9983
Se 0.4912 -1.9790 -0.9775
H 0.2431 1.8770 -0.3548
H -0.6160 0.8802 1.6166
H -0.4609 -0.6563 1.9494
H -1.5149 -0.1866 0.7702
H 1.7806 -0.1373 0.6227
H -0.3760 -1.2651 -2.0296


Energy relative to the most stable one, in hartree: one 0.0903; two 0.0000


one:
20
Properties=species:S:1:pos:R:3 method="wB97M-V/def2-TZVPD" total_charge=+1 gap_ev=11.54 e_lumo_ev=-3.5265
C -0.3920 -0.2487 -1.0856
C 0.8187 -0.4089 -0.1642
C 1.3811 -1.8453 -0.2254
C 1.9406 0.6352 -0.4017
N -1.2422 0.8899 -0.5836
H 0.0494 0.0517 -2.0441
H -0.8781 -1.1854 -1.3643
H 0.6223 -0.3299 0.9253
H 0.8755 -2.4337 0.5741
H 1.1714 -2.3941 -1.1399
H 2.4658 -1.9273 -0.0169
H 1.9965 1.0761 -1.4174
H 2.8920 0.2533 -0.0603
H 1.8316 1.5249 0.2182
H -2.1934 0.7663 -0.9280
H -1.3812 0.7398 0.4658
H -0.7475 1.7247 -0.8845
H -2.1054 1.5599 2.4200
H -2.7518 0.2008 1.9824
O -1.9200 0.6720 2.0927


two:
20
Properties=species:S:1:pos:R:3 method="wB97M-V/def2-TZVPD" total_charge=+1 gap_ev=12.09 e_lumo_ev=-3.1532
C 0.2184 -0.3508 1.1218
C 0.9151 0.7347 0.2896
C 1.7416 0.0352 -0.8197
C 1.0059 -0.8998 -1.7885
N -1.1242 -0.7036 0.5919
H 0.8396 -1.2465 1.1113
H 0.0119 0.0177 2.1314
H 0.1663 1.2888 -0.2674
H 1.5713 1.3784 0.8676
H 2.1635 0.8101 -1.4689
H 2.6248 -0.4418 -0.3784
H 0.1010 -0.3705 -2.1031
H 0.6686 -1.8812 -1.4550
H 1.7036 -1.1021 -2.6008
H -1.1893 -0.8428 -0.4190
H -1.8823 0.0415 0.8138
H -1.4592 -1.6165 0.9079
H -3.4847 1.6942 1.0959
H -2.0051 2.1090 1.2294
O -2.5870 1.3462 1.1403


Energy relative to the most stable one, in hartree: one 0.0168; two 0.0000


one:
51
Properties=species:S:1:pos:R:3 method="wB97M-V/def2-TZVPD" total_charge=+1 gap_ev=9.36 e_lumo_ev=-2.4865
N 2.2305 1.6721 0.2844
C 0.8923 1.0728 -0.1444
C -0.1592 1.3597 0.9219
C 0.1464 0.8787 2.2926
O 1.2167 0.5178 2.7336
C 0.5314 1.4770 -1.5633
N -0.5669 0.6488 -2.0518
C -0.1635 -0.2242 -3.1449
H 2.5190 0.9366 0.9874
H 3.0215 1.5906 -0.3749
H 2.3763 2.6198 0.6274
H 1.0717 -0.0062 -0.1158
H -0.4094 2.4218 0.9074
H -1.1008 0.8865 0.6396
H -0.6371 0.7818 3.0553
H 0.2719 2.5387 -1.5789
H 1.4451 1.3908 -2.1517
H -1.3534 1.2621 -2.2185
H 0.3403 0.3230 -3.9452
H 0.5580 -0.9780 -2.8214
H -1.0477 -0.7198 -3.5415
H -0.2790 -3.6971 0.9948
H -0.5961 -4.2798 2.2771
O -0.2210 -3.4560 1.9300
H 3.2874 -0.9595 1.3211
H 3.9320 -0.2977 2.5210
O 3.6987 -0.1057 1.6045
H -3.3465 -3.9666 1.7119
H -2.6148 -3.6043 0.2896
O -2.6053 -4.0915 1.1227
H 1.8657 -2.3480 0.5908
H 1.5238 -2.7311 1.9786
O 2.2676 -2.3414 1.4699
H -1.7214 -1.4349 -0.0637
H -1.4739 -1.8742 -1.4932
O -2.1487 -1.9141 -0.8033
H -3.0194 3.0606 -1.5888
H -2.9947 1.5717 -1.0938
O -2.4789 2.3966 -1.1589
H -1.0976 -1.9936 2.0718
H -2.5059 -1.2322 2.2317
O -1.6177 -1.1845 1.8721
H -3.3056 -0.4819 -1.0649
H -4.6809 -0.3214 -0.4368
O -4.0506 0.1406 -0.9964
H -0.0198 4.5579 -0.2866
H 0.4634 5.1046 0.9208
O 0.6136 4.2961 0.4029
H 4.1075 0.5687 -2.3751
H 4.2779 -0.1221 -1.1219
O 3.5571 0.2904 -1.6251


two:
51
Properties=species:S:1:pos:R:3 method="wB97M-V/def2-TZVPD" total_charge=+1 gap_ev=8.59 e_lumo_ev=-2.9369
C 0.1558 1.9294 1.0068
C -0.2864 1.5573 2.4227
C -1.5023 0.6110 2.2483
C -1.4909 -0.5898 1.6737
C -3.4533 1.6188 1.6311
N -2.6976 1.2716 2.5861
N 1.6343 1.6724 0.7867
H -0.4242 1.3764 0.2744
H -0.0790 2.9466 0.7102
H -0.7245 2.3877 2.9703
H 0.3808 1.0050 3.0862
H -0.6689 -1.2975 1.7043
H -2.3724 -1.0941 1.2914
H -3.1806 1.4272 0.5917
H -4.2486 2.3310 1.8239
H 2.2743 2.4439 0.9560
H 1.8060 0.9472 1.5075
H 1.7335 1.2482 -0.1269
H 0.2620 1.5553 -4.0030
H 0.7875 0.8960 -2.6340
O 0.5111 1.6966 -3.0865
H 2.7026 -3.4281 0.5853
H 4.0581 -2.7645 0.4425
O 3.1183 -2.5607 0.5187
H -4.3860 1.6334 -1.4188
H -3.2752 0.6470 -1.8450
O -3.4594 1.5810 -1.6776
H -1.4734 -4.1450 0.1914
H -1.1930 -4.0936 1.7447
O -1.6422 -3.6669 1.0078
H -1.1940 -0.4114 -2.3261
H -1.6878 -0.4640 -0.8634
O -1.8051 -0.8616 -1.7359
H 0.5909 2.9552 -1.6540
H 0.5154 4.4676 -1.6779
O 0.8535 3.7400 -1.1455
H 3.1234 -3.0100 -3.1614
H 2.0439 -1.9895 -3.2658
O 2.6636 -2.3547 -2.6210
H 3.9009 1.6127 -1.5381
H 5.0198 0.8842 -0.9090
O 4.1359 1.2067 -0.6909
H 3.3690 -0.5130 1.4863
H 2.4104 -1.3978 2.1565
O 2.6815 -0.4711 2.1642
H -4.0039 -2.8771 0.0744
H -3.8685 -3.0181 1.5637
O -4.4528 -2.6473 0.8939
H 0.3855 -1.8414 -1.2074
H 1.6959 -1.2032 -1.2798
O 0.7559 -0.9492 -1.2326


Energy relative to the most stable one, in hartree: one 0.0000; two 0.0647